(1)
ORCA calculation (ωB97M-V/def2-TZVPD) on a structure of composition C51H53AsIrNO2PSb.

```
! wB97M-V def2-TZVPD RIJCOSX def2/J DEFGRID3
* xyz 3 6
Ir -0.181 0.365 0.852
O -2.921 -0.425 -2.240
C -2.282 -0.060 -1.246
O -1.173 -0.585 -0.871
C -2.767 1.130 -0.477
C -4.032 1.654 -0.639
C -4.357 2.829 0.028
C -3.384 3.458 0.795
C -2.137 2.871 0.908
N -1.846 1.713 0.307
H -4.735 1.144 -1.284
H -5.345 3.258 -0.071
H -3.583 4.395 1.295
H -1.335 3.340 1.464
C -5.050 -1.846 4.092
C -4.660 -0.654 4.689
C -3.409 -0.116 4.427
C -2.552 -0.792 3.567
C -2.944 -1.977 2.946
C -4.194 -2.507 3.221
As -0.766 -0.138 3.213
C -0.430 1.361 4.369
C -0.993 2.628 4.325
C -0.570 3.594 5.227
C 0.410 3.284 6.162
C 0.949 2.007 6.227
C 0.536 1.027 5.332
C 0.967 -0.382 5.330
C 1.777 -0.989 6.283
C 2.043 -2.349 6.206
C 1.512 -3.120 5.180
C 0.699 -2.533 4.219
C 0.429 -1.180 4.311
H -6.024 -2.263 4.311
H -5.328 -0.144 5.370
H -3.101 0.803 4.910
H -2.274 -2.487 2.262
H -4.497 -3.438 2.760
H -1.789 2.849 3.625
H -1.005 4.584 5.205
H 0.742 4.042 6.859
H 1.687 1.774 6.983
H 2.185 -0.407 7.099
H 2.658 -2.818 6.962
H 1.718 -4.181 5.136
H 0.263 -3.134 3.430
C 1.783 -1.263 -4.746
C 0.567 -1.659 -5.534
C 0.333 -0.951 -6.828
Sb -1.328 -1.164 -4.037
C -2.789 -2.767 -4.585
C -2.315 -4.070 -3.975
C -2.956 -2.811 -6.091
C -1.965 0.752 -5.013
C -3.464 0.982 -4.920
C -1.148 1.866 -4.381
H 2.681 -1.553 -5.305
H 1.826 -1.755 -3.775
H 1.837 -0.182 -4.601
H 0.407 -2.736 -5.594
H 0.472 0.127 -6.747
H -0.643 -1.179 -7.259
H 1.075 -1.311 -7.553
H -3.688 -2.399 -4.088
H -1.401 -4.431 -4.451
H -3.079 -4.836 -4.126
H -2.144 -3.983 -2.900
H -2.057 -3.176 -6.592
H -3.237 -1.846 -6.513
H -3.756 -3.517 -6.336
H -1.671 0.591 -6.048
H -3.753 1.301 -3.920
H -4.045 0.098 -5.180
H -3.745 1.777 -5.617
H -1.375 1.956 -3.313
H -1.403 2.820 -4.850
H -0.073 1.710 -4.497
C 3.245 3.875 -2.504
C 1.941 3.405 -2.430
C 1.624 2.407 -1.524
C 2.614 1.877 -0.693
C 3.921 2.356 -0.765
C 4.231 3.352 -1.676
P 2.160 0.516 0.404
C 2.732 -1.024 -0.360
C 4.090 -1.253 -0.577
C 4.492 -2.423 -1.198
C 3.553 -3.368 -1.596
C 2.201 -3.146 -1.373
C 1.790 -1.974 -0.757
C 3.048 0.733 1.950
C 3.533 -0.381 2.646
C 4.211 -0.193 3.836
C 4.358 1.087 4.360
C 3.839 2.192 3.691
C 3.180 2.021 2.489
H 3.498 4.659 -3.206
H 1.178 3.822 -3.074
H 0.608 2.029 -1.450
H 4.689 1.964 -0.110
H 5.244 3.726 -1.736
H 4.831 -0.531 -0.257
H 5.544 -2.602 -1.372
H 3.876 -4.284 -2.072
H 1.470 -3.885 -1.673
H 0.733 -1.800 -0.585
H 3.420 -1.376 2.233
H 4.629 -1.045 4.355
H 4.889 1.226 5.293
H 3.961 3.185 4.101
H 2.803 2.878 1.943
*
```

Values from the calculation:
- energy above the lowest of the compared OMol25 structures with the same formula, charge and spin (eV) = 0.200
- ⟨S²⟩ = 8.768
- HOMO-LUMO gap (spin up / spin down) (eV) = 7.0082 / 2.5146
- HOMO level (spin up / spin down) (eV) = -14.44 / -14.44

=====

(2)
ORCA calculation (ωB97M-V/def2-TZVPD) on a structure of composition C4H14N3.

```
! wB97M-V def2-TZVPD RIJCOSX def2/J DEFGRID3
* xyz 1 1
C -1.307 -2.404 2.635
N 0.208 0.359 0.715
C -0.519 -0.645 1.113
N -0.525 -1.208 2.304
H -0.634 -3.207 2.928
H -1.883 -2.734 1.773
H -2.008 -2.185 3.434
H 0.649 0.829 1.496
H 0.191 0.890 -0.549
H -1.224 -1.075 0.407
H 0.162 -0.989 3.011
C 0.309 2.450 -2.229
N 0.274 1.020 -1.800
C 1.422 0.219 -2.281
H 1.056 2.956 -1.629
H 0.542 2.513 -3.289
H -0.690 2.840 -2.065
H -0.604 0.623 -2.118
H 1.505 0.325 -3.359
H 1.278 -0.819 -1.995
H 2.309 0.611 -1.788
*
```

Values from the calculation:
- energy above the lowest of the compared OMol25 structures with the same formula, charge and spin (eV) = 0.777
- HOMO-LUMO gap (eV) = 11.0464
- HOMO level (eV) = -13.57

=====

(3)
ORCA calculation (ωB97M-V/def2-TZVPD) on a cluster of 8 separate species, H15O8 in total.

```
! wB97M-V def2-TZVPD RIJCOSX def2/J DEFGRID3
* xyz -1 1
O 19.903 -5.359 3.468
H 20.477 -4.741 2.975
O 21.806 -6.981 2.535
H 22.110 -6.402 1.883
H 21.002 -6.503 2.918
O 21.746 -3.840 2.050
H 21.848 -2.982 2.430
H 21.404 -3.786 1.165
O 18.749 -7.449 4.447
H 19.215 -6.669 4.035
H 19.474 -7.806 4.951
O 21.640 -4.477 5.497
H 22.459 -5.019 5.462
H 21.028 -4.830 4.791
O 18.711 -5.980 1.132
H 18.974 -5.846 2.076
H 18.062 -6.707 1.208
O 18.638 -2.871 3.084
H 19.104 -3.691 3.016
H 18.139 -2.795 2.270
O 18.425 -4.557 5.471
H 18.787 -3.799 5.868
H 19.074 -4.908 4.885
*
```

Values from the calculation:
- energy above the lowest of the compared OMol25 structures with the same formula, charge and spin (eV) = 1.760
- HOMO-LUMO gap (eV) = 9.1281
- HOMO level (eV) = -5.98

=====

(4)
ORCA calculation (ωB97M-V/def2-TZVPD) on a cluster of 2 separate species, C5H9NO in total.

```
! wB97M-V def2-TZVPD RIJCOSX def2/J DEFGRID3
* xyz 0 1
C 0.081 -1.903 -1.783
C -0.092 -0.846 -1.005
C 0.666 0.453 -1.169
C -0.281 1.511 -1.533
N -1.066 2.323 -1.784
H -0.506 -2.805 -1.640
H 0.818 -1.878 -2.582
H -0.853 -0.864 -0.222
H 1.446 0.397 -1.939
H 1.124 0.744 -0.216
C -0.245 0.197 2.532
O 0.408 1.212 1.799
H -1.031 -0.317 1.960
H 0.508 -0.552 2.791
H -0.689 0.589 3.456
H -0.249 1.867 1.534
*
```

Values from the calculation:
- energy above the lowest of the compared OMol25 structures with the same formula, charge and spin (eV) = 2.214
- HOMO-LUMO gap (eV) = 11.1924
- HOMO level (eV) = -10.37
- structure (SMILES) = C=CCC#N.CO

=====

(5)
ORCA calculation (ωB97M-V/def2-TZVPD) on a structure of composition C16H41Cd2N3O9.

```
! wB97M-V def2-TZVPD RIJCOSX def2/J DEFGRID3
* xyz 0 1
Cd 2.669 0.217 1.295
Cd -0.321 -0.240 -1.124
C -2.828 2.880 0.054
C -1.938 1.688 -0.246
O -2.085 0.449 0.062
O -0.916 1.844 -0.950
H -3.313 3.113 -0.894
H -2.346 3.750 0.499
H -3.582 2.559 0.773
C 5.048 -2.683 -1.080
C 3.617 -2.486 -0.463
O 3.283 -1.746 0.536
O 2.786 -3.285 -0.844
H 5.271 -2.061 -1.947
H 5.220 -3.690 -1.461
H 5.884 -2.448 -0.421
O 0.765 -0.344 0.524
H 0.144 0.042 1.171
O -0.684 -2.188 -1.145
H -0.969 -2.488 -2.030
C -3.993 -1.425 2.687
C -2.924 -2.417 2.250
C -3.331 -2.970 0.788
O -2.535 -4.049 0.425
C -2.823 -4.420 -0.916
N -1.710 -1.660 2.342
H -3.693 -0.985 3.639
H -4.946 -1.949 2.765
H -4.021 -0.648 1.924
H -2.666 -3.273 2.875
H -3.427 -2.043 0.224
H -4.299 -3.412 1.028
H -2.275 -4.189 -1.829
H -3.895 -4.325 -1.092
H -2.453 -5.428 -1.102
H -1.546 -1.517 3.329
H -1.839 -0.742 1.941
C 1.012 4.523 1.601
C 2.157 3.452 1.751
C 2.922 3.539 3.042
O 2.128 3.786 4.150
C 2.742 3.427 5.424
N 1.528 2.073 1.651
H 0.397 4.357 0.716
H 1.423 5.485 1.296
H 0.453 4.756 2.507
H 2.812 3.567 0.887
H 3.649 4.348 2.971
H 3.519 2.651 3.250
H 3.504 4.119 5.783
H 3.230 2.460 5.539
H 2.013 3.450 6.234
H 0.897 2.147 0.865
H 0.895 2.047 2.437
C 2.004 -0.115 -4.785
C 0.819 0.226 -3.777
C -0.503 -0.379 -4.103
O -1.314 -0.437 -2.924
C -2.524 -1.134 -3.079
N 1.236 -0.259 -2.409
H 2.065 -1.119 -5.205
H 3.001 0.028 -4.367
H 2.029 0.466 -5.707
H 0.762 1.315 -3.762
H -0.309 -1.376 -4.498
H -0.992 0.129 -4.934
H -2.444 -2.217 -3.178
H -3.003 -0.834 -4.011
H -3.203 -0.934 -2.250
H 2.106 0.183 -2.148
H 1.663 -1.162 -2.555
*
```

Values from the calculation:
- energy above the lowest of the compared OMol25 structures with the same formula, charge and spin (eV) = 7.689
- HOMO-LUMO gap (eV) = 4.8420
- HOMO level (eV) = -6.35

=====

(6)
ORCA calculation (ωB97M-V/def2-TZVPD) on the molecule C10H11NO2.

```
! wB97M-V def2-TZVPD RIJCOSX def2/J DEFGRID3
* xyz 0 1
C 1.421 0.922 3.111
C 1.901 0.317 2.033
C 0.292 1.734 3.005
C 1.250 0.411 0.842
C -0.414 1.884 1.795
C 0.158 1.249 0.704
C -0.700 0.642 -1.711
C -0.627 -1.661 -0.571
C -0.480 1.473 -0.537
C -0.713 -1.436 -3.022
N -0.649 -0.809 -1.645
O -0.959 1.197 -2.851
O -0.741 2.776 -0.842
H 1.906 0.706 4.021
H 2.636 -0.478 2.104
H -0.111 2.252 3.988
H 1.675 -0.145 -0.099
H -1.309 2.338 1.549
H -0.946 -2.638 -0.553
H -0.313 -1.217 0.422
H -1.809 -1.819 -3.075
H -0.734 -0.535 -3.666
H 0.221 -2.043 -3.130
H -0.977 2.810 -1.804
*
```

Values from the calculation:
- energy above the lowest of the compared OMol25 structures with the same formula, charge and spin (eV) = 4.737
- HOMO-LUMO gap (spin up / spin down) (eV) = 6.2813 / 7.5049
- HOMO level (spin up / spin down) (eV) = -7.00 / -7.45

=====

(7)
ORCA calculation (ωB97M-V/def2-TZVPD) on a structure of composition C38H54F5N4O3PbSSbSi3.

```
! wB97M-V def2-TZVPD RIJCOSX def2/J DEFGRID3
* xyz 0 1
Pb 1.443 -0.772 0.482
C 0.839 2.671 1.484
O 0.308 1.404 1.850
C 0.128 1.201 3.188
C -0.218 2.227 4.059
C -0.487 1.971 5.391
C -0.362 0.683 5.888
C 0.057 -0.331 5.058
C 0.301 -0.100 3.698
N 0.802 -1.090 2.869
N 0.895 -2.243 3.431
C 1.608 -3.279 2.998
C 2.787 -3.191 2.180
O 3.148 -2.153 1.528
C 3.629 -4.351 2.130
C 3.268 -5.541 2.666
C 2.035 -5.695 3.357
C 1.592 -6.945 3.817
C 0.375 -7.073 4.439
C -0.425 -5.944 4.638
C -0.003 -4.708 4.214
C 1.228 -4.554 3.556
H 1.639 2.964 2.164
H 1.240 2.538 0.482
H 0.057 3.430 1.472
H -0.295 3.238 3.695
H -0.793 2.778 6.041
H -0.574 0.477 6.926
H 0.220 -1.327 5.439
H 4.546 -4.255 1.566
H 3.903 -6.409 2.558
H 2.223 -7.809 3.666
H 0.037 -8.040 4.784
H -1.385 -6.052 5.125
H -0.619 -3.833 4.365
C 0.749 -4.181 -0.707
C -0.290 -3.843 0.373
N -0.652 -2.428 0.428
C -1.699 -1.988 -0.484
C -1.294 -1.982 -1.953
S 0.245 -1.034 -2.296
C 1.313 -2.314 -3.058
C 2.333 -2.944 -2.109
N 1.793 -3.172 -0.780
H 1.154 -5.177 -0.477
H 0.269 -4.251 -1.682
H -1.181 -4.467 0.215
H 0.141 -4.101 1.340
H -0.961 -2.221 1.370
H -2.599 -2.618 -0.383
H -1.963 -0.960 -0.211
H -1.177 -2.988 -2.348
H -2.081 -1.484 -2.518
H 0.656 -3.052 -3.514
H 1.836 -1.794 -3.856
H 2.703 -3.878 -2.561
H 3.176 -2.263 -1.996
H 2.552 -3.391 -0.147
C -1.641 5.416 -3.029
Si -0.463 4.177 -2.155
C 0.879 3.621 -3.393
C 0.361 5.229 -0.784
Sb -1.394 1.906 -1.265
Si -2.772 1.420 -3.446
C -4.215 0.182 -3.145
C -1.629 0.618 -4.757
C -3.658 2.838 -4.390
Si -3.460 2.576 0.191
C -2.891 2.938 1.981
C -4.506 4.079 -0.363
C -4.618 1.062 0.424
H -1.133 6.356 -3.225
H -2.508 5.638 -2.415
H -1.997 5.036 -3.978
H 1.549 4.433 -3.661
H 0.439 3.241 -4.311
H 1.476 2.824 -2.962
H 0.637 6.208 -1.165
H 1.259 4.758 -0.402
H -0.313 5.391 0.053
H -4.059 -0.453 -2.279
H -4.353 -0.459 -4.011
H -5.143 0.723 -2.994
H -1.599 -0.462 -4.669
H -0.610 0.974 -4.667
H -1.976 0.853 -5.758
H -3.995 3.628 -3.727
H -4.531 2.458 -4.915
H -3.006 3.286 -5.135
H -2.334 3.867 2.053
H -2.259 2.137 2.349
H -3.737 3.013 2.658
H -3.896 4.978 -0.374
H -5.343 4.259 0.306
H -4.907 3.939 -1.362
H -4.047 0.206 0.775
H -5.125 0.769 -0.488
H -5.381 1.266 1.171
F 7.488 2.431 -2.054
C 6.218 2.126 -1.726
C 5.677 2.556 -0.518
F 6.429 3.281 0.328
C 4.371 2.245 -0.187
F 3.884 2.686 0.997
C 3.515 1.484 -1.025
O 2.298 1.216 -0.736
C 4.122 1.064 -2.235
F 3.379 0.309 -3.085
C 5.423 1.374 -2.585
F 5.925 0.941 -3.756
*
```

Values from the calculation:
- HOMO-LUMO gap (eV) = 6.2098
- HOMO level (eV) = -7.21

=====

Strongest force on any atom: 0.03661, 0.01967, 0.05282, 0.02201, 0.09483, 0.08861, 0.04066 (hartree/bohr)